[1]
Molecular formula: C36H52CaMnN5O25
Method: DFT, wB97M-V/def2-TZVPD

Geometry as XYZ:
```
120
Properties=species:S:1:pos:R:3:forces:R:3:lowdin_charge:R:1
Ca -1.048071 1.476909 0.068428 1.2037 -0.1919 1.0389 1.434
Mn -3.663731 1.060439 2.729188 1.9472 0.4571 -0.2879 1.111
O -3.058431 0.929569 0.847438 -1.9480 -0.4921 -0.2068 -0.504
H -3.746431 0.422209 0.374398 0.7716 0.3879 0.1833 -0.039
N -0.657351 0.243849 3.179198 1.4939 2.1711 -3.9049 -0.625
O 0.101689 -0.112991 3.969688 3.2599 -2.1554 4.0156 0.131
O -0.285941 0.664519 2.078278 1.6273 0.2183 -2.1109 -0.131
O -1.828881 0.306619 3.358878 -6.5237 -0.4171 2.5710 -0.069
N -2.017491 3.837079 2.712818 1.7913 -0.0484 -1.4437 -0.565
O -1.620951 4.857069 3.242688 -0.0839 -0.2817 -0.3355 0.072
O -1.467261 3.324359 1.698378 0.2697 0.7802 0.1164 -0.120
O -2.993011 3.226529 3.158568 -2.7939 -1.6208 1.4985 -0.089
C -0.678201 -3.777901 -4.527522 -1.1431 -0.4534 0.6996 -0.008
C 0.532019 -2.905041 -4.561132 -1.5814 -0.6014 -3.8293 -0.373
C 0.419309 -1.683121 -3.744702 0.8152 0.4308 0.6516 -0.067
O 1.627199 -1.786591 -2.977182 0.8097 0.7503 0.9878 0.065
C 2.347079 -2.866941 -3.304882 2.5656 -2.0490 1.5565 -0.508
O 3.407329 -3.284881 -2.812292 -2.9791 2.0749 -1.0492 0.110
O 1.703489 -3.577261 -4.235652 0.4947 -0.3435 0.5854 0.125
H -0.896921 -3.993201 -3.481622 0.0029 -0.5652 0.1243 0.068
H -0.681141 -4.677951 -5.142342 0.6115 -0.0659 0.2441 0.098
H -1.583181 -3.270101 -4.861062 0.1680 0.5796 -0.1563 0.091
H 0.647299 -2.620231 -5.606922 0.1341 0.1514 -0.2327 0.158
H -0.472111 -1.688291 -3.117452 0.2774 0.2104 0.3029 0.120
H 0.475959 -0.770921 -4.338662 -0.1535 0.0310 0.1946 0.123
C 2.852989 1.712099 3.759628 -0.0937 0.2093 -0.6350 -0.001
C 4.166479 2.443079 4.059718 -0.3628 -0.4232 -1.5065 -0.357
C 4.152179 3.354879 5.220958 -2.5375 -0.0947 2.1214 -0.078
O 4.823149 2.623639 6.294728 0.4238 0.6469 -1.4388 0.091
C 5.491479 1.609479 5.695358 0.6145 -1.2024 0.2862 -0.529
O 6.248609 0.849899 6.234188 -0.7466 0.9140 -0.4032 0.155
O 5.151169 1.504969 4.373248 1.3128 -0.5896 0.9766 0.063
H 2.091649 2.434829 3.466168 -0.0505 0.0509 -0.1439 0.092
H 2.395409 1.078759 4.519638 0.5022 0.3221 0.6250 0.090
H 2.988839 1.022329 2.926648 0.1031 0.2305 -0.2481 0.071
H 4.522829 3.009249 3.199158 -0.2430 -0.2508 -0.4514 0.141
H 3.097029 3.335829 5.493718 -0.0673 0.5169 0.5561 0.129
H 4.373669 4.413699 5.087048 1.0377 -0.3147 0.1812 0.138
C 0.574389 -5.175021 0.360528 -0.7712 0.7205 0.4570 0.003
C -0.449121 -4.303191 -0.394292 1.1004 -0.3271 -0.0922 -0.270
C -1.724491 -3.983551 0.358928 -0.3845 -1.8199 0.1868 -0.115
O -1.913061 -2.610581 0.235378 -0.0346 1.8200 -0.3747 0.069
C -0.866341 -2.037191 -0.425092 -0.4532 1.5445 0.4792 -0.456
O -0.832391 -0.840871 -0.762072 -0.2700 -3.7524 0.7434 0.017
O 0.064319 -2.973761 -0.581492 0.8463 1.2544 -0.9767 0.089
H 0.176349 -6.183031 0.477088 0.1891 -0.1907 -0.5700 0.093
H 0.662649 -4.851591 1.397688 0.1471 0.4360 0.0037 0.088
H 1.559809 -5.127671 -0.102932 -0.1944 -0.2804 -0.1225 0.093
H -0.524601 -4.713981 -1.401102 -0.5594 -0.0520 -0.0021 0.139
H -1.552851 -4.339611 1.374728 -0.2623 0.6629 0.4109 0.129
H -2.636201 -4.467831 0.009138 0.1608 -0.1320 -0.2395 0.141
C 5.504589 -0.166781 1.514078 -0.9633 -0.8356 0.3959 -0.002
C 4.648369 -0.604921 0.281408 2.1262 -0.6457 1.1137 -0.280
C 3.880599 -1.921881 0.393838 -0.4442 0.4425 0.5112 -0.063
O 2.515929 -1.508321 0.107198 -0.3698 1.1304 -0.3850 0.041
C 2.450289 -0.133531 -0.120052 -3.3063 0.0362 0.9126 -0.429
O 1.400679 0.531459 -0.326262 4.2751 -2.8040 0.2906 0.030
O 3.641869 0.381019 0.119958 0.2134 1.0239 -1.1714 0.094
H 6.360579 -0.789871 1.773198 0.1982 -0.1694 -0.8070 0.091
H 4.905679 -0.315731 2.412538 -0.3406 0.4134 0.0464 0.070
H 5.836339 0.871309 1.493978 -0.1528 -0.0748 -0.3232 0.077
H 5.338839 -0.769181 -0.545852 -0.3542 1.0599 -0.6464 0.150
H 4.013749 -2.319541 1.399938 -0.7267 0.0319 0.2377 0.130
H 4.172079 -2.723281 -0.285062 -0.0743 0.4325 -0.3684 0.122
C -7.052541 -4.307521 3.518398 -0.4029 -0.7878 0.5997 -0.022
C -5.612811 -4.082561 3.877918 -1.6227 0.1252 -0.2451 -0.268
C -4.614801 -4.591691 2.865278 -0.0134 0.6695 1.0344 -0.072
O -4.150041 -3.366451 2.295418 0.8909 0.7317 -0.8130 0.071
C -4.587201 -2.276301 2.958718 0.9888 0.5207 -0.1313 -0.501
O -4.191871 -1.131451 2.746538 -0.8760 -1.4204 -0.0529 0.065
O -5.439271 -2.608251 3.891678 0.1172 -0.9207 0.6239 0.131
H -7.628321 -4.014181 4.396208 -0.4369 0.4976 -0.4605 0.096
H -7.278811 -5.369661 3.424758 0.3018 -0.2192 -0.0358 0.095
H -7.350811 -3.862621 2.569088 0.0009 0.3824 0.2618 0.103
H -5.409921 -4.521581 4.854738 0.0630 0.6246 0.1320 0.159
H -5.014231 -5.265391 2.107208 0.0053 0.2999 -0.0233 0.146
H -3.871151 -5.088821 3.488138 0.7299 0.0409 -0.7991 0.139
C 5.154539 4.188549 -0.223542 -0.1689 -0.2345 0.5253 -0.006
C 3.910169 4.831159 0.417988 1.0523 -0.7144 -1.4259 -0.279
C 2.994939 5.629319 -0.536892 2.2223 1.8405 0.3132 -0.104
O 1.771539 4.985979 -0.573012 -0.9078 -0.6980 0.0930 0.076
C 1.847589 3.848169 0.146128 -2.2170 -1.1613 0.0602 -0.484
O 0.912129 3.056059 0.238148 2.5598 1.9548 -0.0038 0.037
O 3.044139 3.763049 0.717618 -0.9989 -1.8107 1.1505 0.084
H 4.946489 3.744349 -1.196932 0.0766 0.2116 -0.0715 0.080
H 5.417479 3.376989 0.454938 0.0099 -0.2338 -0.0491 0.073
H 6.047229 4.814019 -0.220192 -0.2796 0.3511 -0.3486 0.091
H 4.308479 5.247189 1.343388 -0.8720 0.6392 0.0776 0.153
H 3.447849 5.665119 -1.527692 -0.1338 -0.0878 -0.1241 0.131
H 2.916439 6.654489 -0.175012 -0.4584 0.0327 -0.1248 0.139
N -3.217681 2.292049 -1.736062 -3.1077 1.3998 1.9599 0.012
C -2.531701 3.380609 -1.297662 0.2786 0.6119 0.1862 -0.120
C -1.254861 3.241879 -1.789962 -0.5576 2.2210 0.1031 -0.164
C -1.289471 2.109899 -2.557272 2.7929 -1.6799 -2.3445 -0.157
C -2.484781 1.479599 -2.463032 0.2154 -0.8388 -1.5172 -0.149
H -4.176591 2.106909 -1.478572 0.1695 -0.0006 0.0153 0.151
H -2.943631 4.205249 -0.734912 -0.2315 -0.4238 0.1430 0.138
H -0.437901 3.940519 -1.685622 -0.1560 -0.1216 -0.0082 0.109
H -0.497441 1.859689 -3.247552 0.1792 -0.4416 0.2636 0.095
H -2.925991 0.638729 -2.977492 0.2252 -0.0537 0.1842 0.129
N -6.493791 -1.029311 -2.743412 -0.3518 1.9803 1.7148 0.000
C -5.882791 -0.408341 -1.640022 0.9194 -1.9061 -0.2016 -0.104
C -4.690151 -1.124071 -1.410942 -0.4030 1.1431 -1.2510 -0.121
C -4.491811 -1.996431 -2.514542 -2.2619 -0.1618 -0.4829 -0.087
C -5.713051 -1.975591 -3.261382 2.5517 -0.6304 0.3378 -0.126
H -7.426891 -0.763261 -3.023842 0.2441 -0.2726 -0.2493 0.155
H -6.286591 0.449839 -1.123442 -0.3412 -0.3028 -0.0594 0.099
H -3.932831 -0.976621 -0.655212 -0.1278 0.0992 -0.0104 0.063
H -3.589301 -2.537301 -2.758102 -0.2462 -0.2768 0.1416 0.077
H -6.021181 -2.573321 -4.106472 0.0623 0.1591 0.0299 0.113
N 1.128509 3.313519 -5.001092 0.7757 -0.4773 0.6696 0.036
C 1.395069 1.968079 -5.056922 -1.2467 -0.3207 -0.8225 -0.172
C 2.101219 1.580019 -3.971062 0.8330 -0.9267 -0.4884 -0.127
C 2.432979 2.728849 -3.254302 -0.4817 1.7100 0.0244 -0.085
C 1.796089 3.796999 -3.888072 0.0090 -0.4158 0.3988 -0.114
H 0.515119 3.793699 -5.643962 0.3272 0.1127 0.2995 0.153
H 1.029509 1.324369 -5.843312 -0.1305 0.2924 -0.1160 0.111
H 2.425509 0.558319 -3.839212 0.1322 0.1344 0.2923 0.095
H 3.095759 2.827769 -2.407342 -0.2239 -0.1317 0.0868 0.086
H 1.725689 4.820409 -3.550302 -0.0028 -0.0128 -0.3047 0.105
```
Positions in Å, forces in eV/Å.

## Properties
Spin multiplicity: 6
Kohn-Sham gap (spin up / spin down): 7.80 / 7.53 eV
⟨S²⟩: 8.753
Charge: +1

***

[2]
Molecular formula: C36H52N5O4P2Re
Method: DFT, wB97M-V/def2-TZVPD

Geometry as XYZ:
```
100
Properties=species:S:1:pos:R:3:forces:R:3:lowdin_charge:R:1
Re 0.647776 -0.827459 -0.132033 -0.3080 -0.5658 2.3499 1.385
C -1.056424 -2.858959 -3.307133 0.1925 -0.0535 0.1729 -0.098
C -1.911024 -3.070159 -2.057333 0.2064 0.2654 0.0591 -0.489
C -3.358624 -3.334659 -2.487633 -0.0111 0.0162 0.2390 -0.099
P -1.614224 -1.695259 -0.813733 -0.3905 -0.0843 -0.1056 1.059
C -2.867424 -0.311359 -1.014733 0.1319 -0.0610 0.1937 -0.512
C -4.181524 -0.516459 -0.271133 0.1727 -0.0183 0.0395 -0.089
C -3.083624 0.043941 -2.484333 0.2194 -0.0522 0.1208 -0.105
C -2.036824 -2.475559 0.789867 0.3579 0.2508 0.1457 -0.284
C -3.053024 -3.402859 0.969967 0.0526 0.0039 0.0589 -0.074
C -3.311124 -3.950159 2.216367 0.0172 0.0548 0.0486 -0.054
C -2.533724 -3.581959 3.304067 -0.1176 -0.0688 -0.1797 -0.049
C -1.517624 -2.663659 3.148867 0.2952 0.2123 -0.1899 -0.023
C -1.258324 -2.073959 1.899467 -1.6294 -1.1243 0.0477 -0.298
N -0.234924 -1.181059 1.698967 0.9270 0.4859 -1.9639 -0.116
C 0.221276 -0.419159 2.759467 0.8176 0.6887 1.1995 -0.308
C -0.628524 0.070541 3.759367 -0.0103 -0.0355 -0.2638 -0.016
C -0.125924 0.822741 4.802867 0.0382 0.0078 -0.0044 -0.048
C 1.230776 1.095541 4.885367 0.0020 0.0192 -0.0012 -0.049
C 2.084476 0.651241 3.887667 -0.0317 0.0545 0.0486 -0.067
C 1.594876 -0.079059 2.818667 -0.2659 -0.3288 -0.3202 -0.268
P 2.556776 -0.740459 1.420467 0.3633 0.0485 -0.1831 1.072
C 3.242976 -2.347359 2.065667 -0.1614 0.2214 -0.1287 -0.488
C 2.098976 -3.355959 2.140867 0.0193 0.0666 -0.2173 -0.105
C 3.912976 -2.183359 3.426767 0.0897 0.0244 -0.1442 -0.088
C 3.941776 0.378341 0.855267 -0.2938 -0.0602 0.1324 -0.487
C 4.806876 1.077941 1.897067 -0.1569 0.0401 -0.0568 -0.088
C 4.796876 -0.427559 -0.125333 -0.2432 -0.0114 0.0011 -0.094
H -1.295924 -3.621459 -4.045733 -0.0441 -0.0451 -0.0716 0.093
H -1.236824 -1.884159 -3.757033 -0.0510 0.0491 -0.0812 0.071
H -0.003724 -2.950859 -3.070133 0.0361 -0.0150 -0.1078 0.044
H -1.529524 -3.949359 -1.521833 -0.0289 0.1373 -0.0391 0.116
H -3.627124 -2.723259 -3.344233 -0.0165 0.0853 -0.0372 0.072
H -3.441824 -4.374659 -2.798333 -0.0162 -0.0683 -0.0332 0.092
H -4.092524 -3.163059 -1.706333 -0.1029 0.0117 -0.0061 0.047
H -2.346324 0.533841 -0.548733 0.0061 -0.1885 -0.1535 0.050
H -4.810624 -1.263759 -0.745133 -0.0958 -0.1436 -0.0448 0.073
H -4.007024 -0.810059 0.760767 -0.1035 0.0032 0.0825 0.068
H -4.732424 0.420841 -0.260633 -0.0918 0.1356 -0.0490 0.087
H -3.772624 -0.645359 -2.963133 -0.0117 -0.0770 -0.0614 0.069
H -3.504824 1.044241 -2.568133 -0.0180 0.0959 0.0468 0.081
H -2.136024 0.033441 -3.021433 -0.0302 0.0559 -0.1754 0.055
H -3.664624 -3.709559 0.138467 -0.0273 -0.0336 -0.1028 0.094
H -4.113124 -4.659459 2.335767 -0.0908 -0.1211 0.0060 0.111
H -2.719124 -4.018159 4.273567 0.0219 -0.0404 0.0868 0.115
H -0.892424 -2.415459 3.992167 0.0220 0.0266 0.0795 0.116
H -1.689624 -0.120859 3.695867 -0.0525 -0.0330 0.0174 0.124
H -0.798624 1.193941 5.561767 -0.0503 0.0308 0.0392 0.115
H 1.622776 1.657841 5.719067 0.0281 0.0543 0.0487 0.113
H 3.136776 0.873041 3.958867 0.0665 -0.0075 0.0011 0.096
H 3.973676 -2.699159 1.331667 -0.0526 0.1035 -0.0490 0.113
H 1.350376 -3.033159 2.861467 -0.0897 -0.0179 0.0954 0.065
H 1.623476 -3.477859 1.166867 -0.0438 -0.1142 0.0189 0.059
H 2.477276 -4.323059 2.460667 0.0619 -0.1064 0.0495 0.092
H 3.209376 -1.798959 4.163867 0.0078 -0.0268 0.0489 0.075
H 4.270776 -3.152159 3.770667 0.0103 -0.0807 0.0298 0.089
H 4.769876 -1.516359 3.379367 0.0673 0.0546 0.0687 0.064
H 3.411476 1.159641 0.294367 0.0497 -0.1443 0.1115 0.089
H 5.294376 0.373941 2.564867 0.0612 -0.0379 0.1076 0.067
H 5.587176 1.634141 1.379567 0.0694 0.0333 -0.0384 0.090
H 4.230176 1.795641 2.473267 0.0249 0.0447 0.0689 0.070
H 5.479476 -1.090559 0.402167 0.0575 -0.0710 0.0279 0.085
H 4.174576 -1.031259 -0.786233 0.0672 -0.1093 -0.1132 0.060
H 5.388176 0.245741 -0.743233 0.0473 0.0465 -0.0065 0.092
O 1.401776 3.186541 -0.200233 -0.0145 -0.3385 0.0850 0.090
C 1.160576 2.018241 -0.436833 0.8538 1.1906 -1.2103 -0.646
O 0.704476 1.166441 0.429267 -0.0528 -2.4513 0.4830 -0.218
C 1.687676 1.360541 -1.710333 0.2467 0.4735 0.2852 -0.193
C 2.368476 2.023341 -2.720133 -0.0777 -0.2227 0.1997 0.028
C 2.950676 1.274141 -3.733533 -0.1472 -0.0845 0.1362 -0.010
C 2.863176 -0.113859 -3.692733 -0.1842 -0.1071 0.1884 0.036
C 2.165276 -0.703659 -2.652433 0.2047 -0.5601 -0.0664 -0.163
N 1.572076 0.030341 -1.706733 0.3291 0.8447 -1.1176 -0.043
C 2.106476 -2.198259 -2.339933 0.6342 0.2436 -0.9353 -0.620
O 2.685076 -3.000159 -3.035433 -0.1024 0.1215 -0.0244 0.105
O 1.425276 -2.482559 -1.275733 -0.7292 1.0342 1.6274 -0.197
H 2.451876 3.097641 -2.665833 0.0048 0.0869 0.0295 0.130
H 3.498176 1.762641 -4.524533 0.0337 0.0302 -0.0898 0.118
H 3.335476 -0.743559 -4.430333 0.0394 -0.0943 -0.0080 0.131
C -1.446924 5.120241 0.260867 0.0544 0.1494 0.0941 -0.047
N -1.617424 3.722741 -0.074133 -0.0644 0.0594 -0.0576 -0.145
C -1.523324 2.861941 1.078167 -0.0083 -0.1785 0.2244 -0.057
C -1.379124 3.256741 -1.329833 -0.3304 -0.2413 -0.3935 -0.416
N -0.809924 2.107841 -1.509033 -0.2830 -0.1126 -0.2609 0.140
N -1.813424 4.061741 -2.355533 0.2446 0.1617 0.0024 -0.162
C -3.062524 4.788941 -2.282533 -0.1388 0.0958 0.0020 -0.058
C -1.351324 3.818341 -3.700733 0.0800 -0.0710 0.0368 -0.055
H -0.537924 5.233841 0.858567 -0.0169 0.0467 0.0092 0.096
H -2.300924 5.467341 0.847267 0.0242 0.1023 -0.0306 0.095
H -1.340424 5.725941 -0.630933 -0.0328 0.0487 -0.0342 0.085
H -2.298624 3.152441 1.789867 -0.0262 0.0118 0.0508 0.096
H -0.545624 2.941741 1.561567 -0.0773 0.0109 -0.0110 0.087
H -1.670224 1.826341 0.788667 -0.0021 0.0172 0.0287 0.060
H -0.775024 1.817241 -2.478033 -0.3535 0.1941 -0.1154 0.058
H -3.509624 4.680241 -1.297633 -0.0071 0.0074 -0.0512 0.088
H -3.756824 4.393241 -3.033133 -0.0257 0.0508 0.0854 0.093
H -2.905124 5.850941 -2.487633 -0.0845 0.0010 0.0106 0.094
H -0.295624 3.551141 -3.690333 0.0050 -0.0105 -0.0468 0.083
H -1.462624 4.737541 -4.272833 0.0106 0.0042 -0.0732 0.095
H -1.922424 3.027541 -4.205633 0.0227 0.0023 -0.0163 0.092
```
Positions in Å, forces in eV/Å.

## Properties
Spin multiplicity: 2
Kohn-Sham gap (spin up / spin down): 5.86 / 6.64 eV
⟨S²⟩: 1.247
Charge: +1

***

Number 1: calculated total energy -5386.1385 Eh. Number 2: calculated total energy -2738.6098 Eh.